DFT (the ωB97M-V functional and the def2-TZVPD basis) results for a molecular structure, C32H54Br24FN3O6PS3 at a distorted geometry.

ORCA input file:
```
! wB97M-V def2-TZVPD RIJCOSX def2/J DEFGRID3
* xyz 1 1
C 0.177 -3.541 4.039
C -0.776 -4.002 2.937
N -0.586 -3.262 1.663
C -1.865 -2.666 1.176
C -2.230 -1.428 1.977
C -0.139 -4.164 0.650
S -1.038 -5.385 0.075
S 1.444 -4.045 -0.037
C 2.273 -2.548 0.534
C 1.597 -1.227 0.131
C 2.684 -0.158 0.120
C 2.447 1.161 -0.597
N 2.102 0.965 -2.070
C 3.310 0.921 -2.962
C 3.433 -0.400 -3.686
C 2.300 -0.781 -4.607
O 3.636 -1.395 -2.695
C 0.897 1.768 -2.530
C -0.325 0.992 -2.017
C -1.651 1.732 -2.037
C -2.735 0.704 -1.680
C -2.966 -0.249 -2.877
O -2.661 -1.621 -2.537
C -1.798 -2.209 -3.414
C -0.615 -2.858 -2.775
O -1.980 -2.233 -4.629
C 0.686 2.011 -4.022
O -0.226 1.081 -4.600
N -0.498 1.522 -5.970
O -0.351 0.657 -6.712
C 0.941 3.143 -1.862
S 2.480 4.044 -2.243
O 0.718 2.965 -0.493
C 1.666 2.232 0.196
F 2.617 3.136 0.669
P 0.766 1.590 1.732
C 1.883 1.830 3.144
C -0.711 2.647 1.900
H 0.947 -4.285 4.210
H -0.364 -3.438 4.971
H 0.651 -2.595 3.814
H -1.788 -3.813 3.277
H -0.667 -5.077 2.819
H -2.685 -3.363 1.321
H -1.726 -2.405 0.136
H -2.407 -1.742 3.000
H -3.159 -1.055 1.558
H -1.469 -0.661 1.919
H 3.284 -2.595 0.155
H 2.305 -2.577 1.618
H 0.796 -1.080 0.839
H 1.133 -1.406 -0.839
H 2.979 0.060 1.138
H 3.550 -0.606 -0.353
H 3.434 1.607 -0.590
H 1.781 -0.008 -2.134
H 3.399 1.772 -3.616
H 4.214 0.947 -2.368
H 4.352 -0.328 -4.266
H 1.355 -0.851 -4.078
H 2.488 -1.787 -4.968
H 2.206 -0.158 -5.485
H 3.203 -2.212 -2.956
H -0.394 0.039 -2.529
H -0.184 0.740 -0.968
H -1.659 2.556 -1.338
H -1.908 2.087 -3.028
H -3.614 1.188 -1.305
H -2.318 0.116 -0.865
H -2.217 0.009 -3.614
H -3.951 -0.178 -3.298
H -0.687 -3.937 -2.770
H 0.308 -2.546 -3.244
H -0.565 -2.551 -1.740
H 1.567 2.054 -4.654
H 0.211 2.982 -4.124
H 0.125 3.748 -2.214
H 2.120 5.028 -3.077
H 2.814 1.299 3.014
H 1.385 1.385 3.992
H 2.067 2.867 3.400
H -1.161 2.518 2.875
H -1.408 2.311 1.146
H -0.514 3.693 1.700
C -3.559 0.412 5.779
Br -3.403 -1.487 5.548
Br -1.858 1.291 5.625
Br -4.864 1.165 4.586
H -3.910 0.583 6.787
C -5.176 -0.730 -7.055
Br -6.148 -0.842 -5.397
Br -3.367 -0.150 -6.762
Br -5.238 -2.379 -8.033
H -5.660 0.021 -7.659
C 3.694 8.352 -2.867
Br 5.401 7.489 -3.054
Br 3.858 10.259 -2.765
Br 2.477 7.821 -4.265
H 3.270 8.017 -1.932
C -6.582 -1.504 -0.683
Br -4.859 -0.709 -1.054
Br -6.913 -1.629 1.210
Br -7.986 -0.563 -1.596
H -6.569 -2.511 -1.070
C -3.609 2.078 9.881
Br -3.455 0.174 9.650
Br -1.908 2.956 9.724
Br -4.915 2.829 8.686
H -3.962 2.248 10.887
C -0.065 -8.256 4.693
Br 0.395 -7.059 6.128
Br -1.470 -9.460 5.199
Br -0.494 -7.292 3.080
H 0.810 -8.855 4.487
C 5.585 13.683 -3.229
Br 6.469 14.496 -4.727
Br 6.612 13.853 -1.614
Br 3.796 14.361 -3.007
H 5.504 12.628 -3.444
C 2.980 -9.910 7.583
Br 2.758 -11.041 9.117
Br 4.626 -8.920 7.655
Br 2.825 -10.905 5.941
H 2.175 -9.190 7.594
*
```

Computed properties:
Relative energy (zero: lowest compared OMol25 entry of this formula, charge and spin): 0.0 kcal/mol
Total energy: -1776332.4595 eV
HOMO: -0.390 Ha